Record 1
{
  "formula": "C5H7N",
  "method": "ωB97M-V/def2-TZVPD",
  "lumo_energy_ev": 1.1,
  "smiles": "Cc1ccc[nH]1",
  "elements": ["N", "C", "C", "C", "C", "C", "H", "H", "H", "H", "H", "H", "H"],
  "coordinates": [[-0.410789, -1.029594, 0.211829], [0.440781, -0.012122, -0.141533], [-0.334826, 1.089887, -0.408331], [-1.691296, 0.736401, -0.171050], [-1.708397, -0.583026, 0.202916], [1.923321, -0.102245, 0.040378], [-0.133628, -1.984862, 0.374403], [2.236654, -1.096062, 0.375205], [2.218809, 0.606849, 0.821466], [-2.523008, -1.231548, 0.492685], [2.482993, 0.151312, -0.864393], [0.045249, 2.058020, -0.709378], [-2.545858, 1.396988, -0.224196]],
  "forces_ev_per_a": [[0.1, 0.0, 0.0], [-0.1, 0.1, 0.1], [0.1, 0.0, 0.1], [-0.1, -0.1, 0.0], [-0.1, 0.0, 0.0], [0.1, 0.0, 0.0], [0.0, 0.2, 0.1], [-0.1, 0.1, -0.1], [0.1, -0.1, -0.1], [0.1, 0.1, -0.1], [-0.1, -0.1, 0.1], [-0.1, -0.1, 0.1], [0.1, -0.2, -0.1]],
  "mulliken_charge": [-0.054, 0.308, -0.455, -0.464, -0.486, -1.076, 0.209, 0.309, 0.251, 0.385, 0.289, 0.409, 0.374]
}

Record 2
{
  "formula": "C5H7N",
  "method": "ωB97M-V/def2-TZVPD",
  "lumo_energy_ev": 1.0,
  "smiles": "CC#C[C@H]1CN1",
  "elements": ["N", "C", "C", "C", "C", "C", "H", "H", "H", "H", "H", "H", "H"],
  "coordinates": [[-0.838949, -1.535647, -0.718831], [0.686503, -0.016939, 0.495686], [0.605307, 2.476550, -0.374716], [-0.846621, -1.998298, 0.670865], [0.362734, -1.365846, 0.126373], [0.713179, 1.138372, 0.152719], [-1.423291, -1.385693, 1.366510], [-0.825416, -3.064524, 0.848466], [1.223928, -1.905072, -0.256894], [-0.400847, 2.842489, -0.150842], [-1.410585, -0.692736, -0.815395], [0.774891, 2.448931, -1.460276], [1.379167, 3.058414, 0.116334]],
  "forces_ev_per_a": [[-0.2, -0.5, 0.0], [-0.1, 1.0, -0.9], [0.2, 0.0, 0.2], [-0.1, -0.1, 0.2], [0.0, 0.2, -0.3], [-0.1, -0.7, 0.3], [0.2, -0.3, 0.0], [-0.3, -0.1, -0.1], [-0.3, -0.4, 0.3], [0.3, 0.3, -0.1], [0.6, -0.2, 0.2], [0.0, 0.2, 0.3], [-0.1, 0.6, -0.2]],
  "mulliken_charge": [-0.589, -0.572, -1.054, -0.374, 0.047, 0.572, 0.252, 0.268, 0.341, 0.272, 0.272, 0.267, 0.299]
}

Record 3
{
  "formula": "C5H7N",
  "method": "ωB97M-V/def2-TZVPD",
  "lumo_energy_ev": [-0.5, 0.1],
  "elements": ["N", "C", "C", "C", "C", "C", "H", "H", "H", "H", "H", "H", "H"],
  "coordinates": [[0.521087, 1.489339, -0.629429], [1.376568, -0.609769, -0.293656], [-0.344009, 0.227847, 1.338805], [0.219518, 0.283863, -0.027314], [-0.750774, -0.428336, -1.115041], [-0.802460, 0.180942, 2.451936], [1.180438, -1.633278, -0.595634], [-0.957614, -1.482195, -0.907020], [-1.666306, 0.145842, -1.047372], [-0.344480, -0.330358, -2.128074], [0.522085, 2.235449, 0.078745], [2.312977, -0.165337, -0.604963], [-1.218430, 0.128107, 3.436999]],
  "forces_ev_per_a": [[0.2, 1.8, 0.1], [1.1, -0.5, 0.3], [-0.1, 0.1, 0.2], [-0.8, -2.3, -1.0], [-0.7, 0.6, 0.5], [0.1, 0.0, -0.4], [0.2, 0.1, 0.2], [0.2, 0.3, 0.3], [-0.4, -0.1, -0.2], [0.1, 0.1, 0.4], [0.0, -0.1, -0.2], [0.0, 0.0, 0.2], [0.1, 0.0, -0.3]],
  "mulliken_charge": [-0.647, -1.085, -0.728, 1.234, -1.412, 0.117, 0.325, 0.414, 0.356, 0.376, 0.276, 0.344, 0.430]
}

The records above give, respectively, strongest force on any atom values of 0.00453 0.02654 0.05221 hartree/bohr.